{"formula": "C5H11BiClNTl", "method": "wB97M-V/def2-TZVPD", "elements": ["Tl", "Cl", "C", "H", "H", "H", "Bi", "C", "C", "C", "H", "H", "H", "H", "H", "H", "H", "H", "N", "C"], "positions_angstrom": [[0.303, -1.731, 1.627], [-0.137, 1.471, 1.067], [-1.709, -1.396, 2.324], [-1.908, -1.950, 3.255], [-2.355, -1.793, 1.523], [-1.910, -0.320, 2.472], [0.233, 0.315, -1.104], [-1.487, 1.308, -2.269], [1.871, 1.792, -1.644], [0.692, -2.020, -0.419], [2.590, 1.794, -0.824], [2.369, 1.573, -2.595], [1.382, 2.780, -1.701], [-2.406, 1.012, -1.750], [-1.298, 2.389, -2.188], [-1.483, 0.977, -3.313], [-0.086, -2.605, -0.940], [1.723, -2.232, -0.754], [2.061, -0.376, 4.045], [1.556, -0.989, 3.188]], "atomic_forces_ev_per_a": [[-0.06, -0.98, -0.80], [-0.07, 0.26, 0.21], [-0.97, -0.12, 0.28], [-0.03, 0.23, -0.31], [-0.01, 0.22, 0.41], [0.15, -0.53, -0.06], [-0.15, 0.61, -1.45], [-0.35, 0.93, -0.06], [0.17, 0.90, -0.12], [0.80, -1.75, 1.01], [0.03, 0.03, -0.11], [-0.09, -0.05, 0.14], [0.29, -0.30, 0.01], [0.06, 0.19, -0.24], [-0.42, -0.20, -0.20], [-0.05, 0.04, 0.11], [0.31, 0.23, 0.20], [-0.42, -0.12, 0.18], [-0.54, -0.94, -1.02], [1.33, 1.33, 1.81]], "total_charge": -1, "gap_ev": [4.973, 4.975], "e_lumo_ev": [2.9, 2.9]}